1.
{
  "formula": "C47H73IrN6O4P2SSeSi",
  "method": "wB97M-V/def2-TZVPD",
  "e_tot_ev": -172528.17137,
  "homo_ev": [-5.4, -7.9],
  "multiplicity": 5,
  "orbital_gap_ev": [5.8, 7.1],
  "species": ["H", "C", "O", "H", "C", "H", "H", "H", "H", "C", "H", "H", "H", "H", "H", "H", "C", "C", "C", "C", "H", "H", "C", "C", "H", "C", "H", "H", "P", "N", "C", "N", "C", "H", "C", "C", "C", "O", "C", "O", "H", "H", "C", "C", "H", "C", "O", "Ir", "H", "H", "C", "C", "C", "H", "H", "H", "H", "C", "H", "C", "H", "N", "C", "H", "H", "H", "S", "C", "C", "H", "H", "H", "C", "C", "H", "H", "H", "H", "H", "C", "H", "H", "H", "H", "H", "H", "H", "H", "H", "H", "H", "H", "C", "H", "C", "C", "H", "N", "C", "H", "H", "C", "H", "C", "C", "C", "C", "C", "H", "H", "H", "C", "H", "H", "Se", "N", "H", "H", "H", "H", "C", "N", "H", "H", "H", "H", "C", "H", "H", "C", "H", "P", "Si", "C", "C", "C"],
  "positions_angstrom": [[5.73, 1.49, -0.64], [-3.21, 0.10, -0.90], [2.64, 1.61, 3.93], [5.01, 1.74, -4.19], [-4.01, 3.92, 1.02], [-4.84, -0.99, -3.77], [-4.82, -1.29, -1.32], [-3.95, 2.24, -2.28], [1.73, -5.77, 3.65], [1.92, -3.02, 1.06], [1.18, -3.12, 0.27], [-2.77, 0.60, -4.54], [-0.69, 2.48, 5.50], [-5.21, -3.34, 2.57], [2.57, -2.19, 0.76], [-4.47, 4.29, 3.09], [-1.95, 2.72, 0.58], [-3.58, 0.78, -3.82], [5.54, 1.18, -1.67], [0.20, -1.20, 4.96], [-2.52, 2.57, -3.24], [-2.67, -0.54, 3.58], [-3.09, 1.77, -2.75], [-0.37, 0.60, 6.43], [-1.53, -2.57, 3.33], [-0.64, -2.53, -4.92], [-2.19, -2.45, 0.36], [-0.66, 4.11, -4.56], [-0.97, 1.79, -0.67], [2.87, 0.27, -1.38], [0.13, -4.65, -2.11], [0.02, -1.66, -4.06], [0.13, 2.74, -3.09], [-3.56, 0.64, -0.02], [1.46, 4.89, -2.00], [-3.27, -3.79, 1.70], [0.47, 3.94, 3.73], [1.21, 2.15, 1.66], [0.06, -0.38, 3.83], [3.92, 2.37, 1.66], [2.35, 4.31, -2.27], [0.82, 4.68, 3.01], [-4.42, -0.37, -1.74], [-1.62, -2.01, 2.39], [4.71, -1.70, -3.12], [0.75, -3.95, 3.01], [2.63, -0.03, 1.73], [0.76, 0.09, 0.07], [0.09, -0.67, -4.20], [0.14, -1.38, 7.09], [-2.26, 0.98, -1.74], [4.94, -0.63, -3.08], [4.05, -0.50, -0.88], [-4.35, -1.37, 1.21], [0.47, -2.23, 4.84], [-0.51, 1.98, -3.55], [0.25, -4.55, 2.24], [1.23, -2.63, 2.39], [-2.65, -0.76, -0.55], [-2.57, 3.33, 2.82], [1.03, 3.71, -4.80], [5.24, -0.25, -1.70], [-0.46, 1.43, 5.33], [-0.22, -5.59, -2.54], [-2.50, -0.09, 1.90], [1.22, 3.52, -0.34], [-0.25, -1.59, -1.30], [-0.62, -3.74, -4.34], [-0.21, 0.98, 4.03], [2.39, -1.19, -2.80], [2.11, -5.18, 0.87], [1.26, 5.88, -3.92], [-2.01, -3.00, 1.29], [0.01, -0.72, 6.24], [-0.49, -4.40, -1.25], [1.80, 0.44, -3.16], [4.23, -0.23, 0.15], [-1.03, -2.23, -5.87], [-3.86, -3.10, 3.67], [-3.76, 3.88, 2.38], [-1.63, 0.30, -2.32], [-2.99, -4.72, 2.18], [-0.55, 0.98, 7.43], [-3.83, -4.06, 0.79], [-0.22, 5.78, -2.99], [1.28, 3.71, 4.42], [0.03, 4.80, -0.38], [-0.99, -4.69, -4.69], [3.48, 2.01, -0.34], [-3.33, 3.40, -0.92], [-4.86, -0.92, 2.82], [-4.40, 1.23, -4.38], [-4.02, -0.56, -3.20], [3.80, -1.56, -0.93], [-0.43, 3.19, -1.74], [0.44, -2.30, -2.88], [3.58, -4.30, 0.49], [3.81, 0.12, -3.63], [-2.71, -0.93, 2.56], [1.10, 2.26, -2.93], [-1.34, 3.76, -1.94], [0.68, 5.23, -3.27], [-5.23, 0.37, -1.68], [4.14, 1.55, -3.56], [1.98, -4.71, 3.54], [-3.11, 3.35, 0.14], [-4.11, -1.49, 2.27], [0.58, 4.11, -1.01], [-0.36, 4.39, 4.28], [3.79, -3.69, 2.93], [3.30, 2.12, -3.95], [-1.63, 2.77, 1.94], [-1.19, -3.69, 1.07], [-4.92, 4.39, 0.64], [2.75, 1.50, 2.33], [0.06, -3.63, -3.12], [2.41, 2.29, -1.73], [1.99, -2.19, 3.03], [6.43, 1.37, -2.27], [0.02, -3.85, 3.81], [2.73, -4.32, 1.18], [4.42, 1.98, -2.20], [5.82, -0.44, -3.70], [1.82, 5.80, -1.53], [3.84, -5.42, 2.68], [1.16, -4.78, -1.77], [3.20, -4.55, 2.61], [-2.36, 3.35, 3.89], [-3.20, -1.29, -3.24], [3.25, 1.71, -1.36], [2.23, -4.34, 4.54], [0.03, -1.21, 2.17], [-0.01, 2.39, 2.82], [0.28, 3.94, -4.03], [2.65, -0.13, -2.78], [-4.18, -2.97, 2.63]]
}

---

2.
{
  "formula": "C2H6N5",
  "method": "wB97M-V/def2-TZVPD",
  "e_tot_ev": -9612.31996,
  "homo_ev": -13.2,
  "charge": 1,
  "orbital_gap_ev": 9.0,
  "e_above_lowest_kj_mol": 260.1,
  "species": ["N", "N", "H", "C", "N", "N", "H", "H", "C", "N", "H", "H", "H"],
  "positions_angstrom": [[0.22, -1.34, 0.57], [0.46, -0.04, 0.35], [-2.58, 1.90, -0.15], [-1.04, -1.73, 0.42], [-1.65, 1.58, -0.38], [-1.87, -0.77, 0.01], [-0.98, 2.25, -0.74], [2.10, 1.06, 0.23], [-1.31, 0.35, -0.20], [1.57, 0.37, -0.28], [2.15, -0.35, -0.72], [0.98, -2.00, 0.73], [-1.37, -2.73, 0.61]]
}

---

3.
{
  "formula": "CH9NO3",
  "method": "wB97M-V/def2-TZVPD",
  "e_tot_ev": -8804.67640,
  "homo_ev": [-15.1, -15.1],
  "charge": 1,
  "multiplicity": 2,
  "orbital_gap_ev": [10.9, 5.0],
  "e_above_lowest_kj_mol": 124.6,
  "species": ["H", "N", "H", "H", "O", "C", "O", "H", "H", "O", "H", "H", "H", "H"],
  "positions_angstrom": [[-0.31, 2.17, -0.12], [-0.84, 0.71, 0.99], [-1.01, -0.30, 0.87], [-2.11, 1.83, -0.17], [1.76, 0.31, 0.04], [-1.10, 1.46, -0.25], [0.86, -2.88, 0.44], [-0.31, 0.26, -1.78], [1.59, -2.69, 1.08], [-1.10, 0.69, -1.45], [0.83, 0.10, 0.31], [1.98, 1.08, 0.57], [-1.48, 1.09, 1.75], [1.11, -2.23, -0.24]]
}

---

4.
{
  "formula": "H11O5S",
  "method": "wB97M-V/def2-TZVPD",
  "e_tot_ev": -21252.78470,
  "homo_ev": -4.0,
  "charge": -1,
  "orbital_gap_ev": 7.2,
  "e_above_lowest_kj_mol": 162.9,
  "species": ["H", "S", "H", "H", "H", "H", "O", "H", "O", "O", "H", "O", "H", "H", "H", "O", "H"],
  "positions_angstrom": [[-0.94, -2.64, -2.21], [1.30, -0.87, 1.69], [0.62, -1.49, -1.32], [-1.72, -1.85, -1.36], [-1.40, 2.44, 1.66], [1.69, -1.68, 0.65], [1.93, 2.14, 0.44], [1.60, -0.59, -2.24], [-1.59, -0.19, -0.36], [0.75, -1.13, -2.16], [0.97, 2.24, 0.41], [-1.83, -2.47, -2.11], [-1.21, -0.15, 0.52], [-2.29, 3.02, 0.51], [-0.96, 0.39, -0.72], [-1.65, 3.31, 1.26], [2.05, 1.13, 0.51]]
}

---

5.
{
  "formula": "C34H58N2O4SiV",
  "method": "wB97M-V/def2-TZVPD",
  "e_tot_ev": -80929.68118,
  "homo_ev": [-9.8, -10.4],
  "charge": 1,
  "multiplicity": 3,
  "orbital_gap_ev": [8.0, 8.6],
  "e_above_lowest_kj_mol": 184.4,
  "species": ["H", "H", "H", "H", "H", "H", "C", "C", "H", "H", "H", "C", "H", "N", "H", "H", "H", "H", "H", "C", "H", "H", "H", "C", "H", "H", "C", "C", "C", "H", "H", "H", "N", "V", "H", "H", "H", "C", "O", "C", "C", "C", "C", "C", "C", "H", "C", "H", "C", "H", "H", "H", "C", "C", "O", "Si", "C", "C", "H", "C", "H", "C", "H", "C", "O", "H", "H", "H", "H", "H", "C", "H", "H", "C", "H", "C", "H", "C", "H", "H", "H", "C", "H", "O", "H", "H", "C", "C", "H", "H", "H", "H", "C", "H", "H", "C", "H", "H", "C", "H"],
  "positions_angstrom": [[-1.48, -3.93, -2.44], [2.62, -0.27, -2.67], [1.53, -3.08, 1.89], [0.30, 3.45, 3.69], [3.68, 0.87, 2.42], [0.29, -3.32, 0.03], [4.86, 1.28, -1.20], [-2.89, -0.47, -1.32], [-1.77, 5.69, 0.36], [1.36, 0.70, 4.04], [1.07, -0.91, -2.04], [2.81, -1.52, -0.92], [-4.93, 1.53, 1.43], [2.73, 0.82, -0.11], [-2.26, -1.54, 3.02], [-2.34, 2.06, -4.10], [-3.01, -2.45, -2.18], [0.75, 0.99, -2.81], [-1.98, -4.58, 1.59], [3.11, -2.86, -0.66], [2.51, 5.38, -1.83], [5.50, 0.98, -0.36], [-1.36, 4.28, 1.34], [-0.84, 2.46, -2.63], [5.27, 0.70, 1.67], [0.24, -4.01, -2.38], [-1.49, 3.91, -0.78], [-4.37, 1.11, 0.58], [-3.48, -1.47, -2.28], [-3.69, 1.91, 0.22], [-0.73, -4.77, -0.20], [-3.37, -1.12, -3.31], [0.72, 2.78, -0.76], [1.14, 1.53, 0.81], [1.31, 4.65, -2.91], [-2.73, 0.22, 1.66], [-4.24, -0.71, 1.71], [3.15, -0.55, 0.05], [1.72, 2.51, 2.49], [0.41, -0.18, 1.21], [-2.78, 3.98, -1.33], [-2.13, 2.56, -3.15], [3.90, -0.90, 1.19], [-0.56, 3.03, -1.37], [1.79, 3.50, -1.12], [-4.35, -5.07, 0.63], [-0.59, -3.73, -0.47], [5.35, 2.12, -1.70], [0.50, 2.85, 2.79], [-4.55, -1.58, -2.06], [-3.51, 4.61, -0.83], [-2.45, -2.37, -0.19], [4.16, -2.25, 1.42], [0.26, 1.78, -3.39], [-3.10, -1.01, 0.02], [0.22, -1.16, 2.84], [-3.60, -0.10, 1.06], [3.51, 1.72, -0.73], [2.18, -1.96, -2.92], [1.49, -0.38, 3.95], [0.79, 5.41, -1.39], [-0.61, -3.49, -1.94], [-0.51, -2.43, -2.17], [0.72, -2.96, 2.63], [-0.45, 2.49, 2.02], [1.11, -3.27, 3.62], [-4.14, -3.72, -0.46], [-0.59, 0.26, 0.93], [-3.35, 0.53, -1.43], [-3.13, -3.22, 1.82], [-1.16, 4.78, 0.39], [0.67, -0.88, 0.41], [2.83, -3.62, -1.40], [4.45, 0.14, 2.12], [-1.73, -0.06, 3.91], [-1.47, -1.10, 3.65], [4.81, 0.45, -1.91], [-3.10, 3.29, -2.49], [-1.38, -1.68, 4.58], [-5.09, 0.84, -0.20], [2.50, -0.57, 3.55], [-3.61, -4.49, 0.10], [-4.12, 3.35, -2.89], [-1.77, -2.98, 0.23], [-3.09, -5.16, -0.59], [3.90, 3.79, -1.03], [2.14, -1.13, -2.20], [3.74, -3.23, 0.52], [-0.14, -3.60, 2.36], [-0.15, 1.33, -4.31], [4.86, -0.34, 3.01], [4.72, -2.53, 2.31], [3.10, 3.06, -0.87], [-0.10, 5.09, 0.40], [-1.80, -0.36, -1.41], [-2.65, -3.88, 1.08], [1.41, -0.84, 4.94], [1.04, 2.49, -3.69], [1.57, 4.80, -1.85], [3.94, -4.29, 0.74]]
}

---

6.
{
  "formula": "C7H14N4O",
  "method": "wB97M-V/def2-TZVPD",
  "e_tot_ev": -15491.93109,
  "homo_ev": -9.1,
  "smiles": "[H]/N=C(\\N)CCO.N#CCN1CC1",
  "orbital_gap_ev": 9.8,
  "e_above_lowest_kj_mol": 252.2,
  "species": ["H", "H", "H", "C", "H", "C", "O", "N", "H", "H", "C", "H", "H", "H", "H", "C", "C", "C", "H", "H", "H", "C", "N", "H", "N", "N"],
  "positions_angstrom": [[-2.77, 1.02, -1.34], [0.27, -2.03, -1.79], [2.51, -1.60, 2.32], [0.38, -0.17, 2.43], [0.15, -1.26, 2.44], [-0.90, -0.35, -2.10], [-2.73, 1.90, -1.77], [-1.87, -0.58, -1.30], [-2.87, 0.95, -3.61], [-2.07, 2.57, -3.58], [2.70, -0.72, 2.94], [3.69, -0.28, 2.83], [0.86, -0.99, -3.01], [2.37, -0.15, 5.09], [-0.14, 1.62, -2.41], [-0.82, 0.94, -2.93], [-2.19, 1.62, -3.04], [0.44, 0.26, 1.03], [1.28, -1.49, 4.45], [-1.72, -1.41, -0.73], [-0.47, 0.33, 2.90], [1.97, -0.66, 4.23], [0.47, 0.66, -0.05], [-0.40, 0.74, -3.93], [1.59, 0.18, 3.11], [0.26, -1.09, -2.20]]
}